Record 1
A structure of composition C26H30CrN3O3S at a distorted geometry. Source: the OMol25 dataset; level of theory: wB97M-V/def2-TZVPD.

```
64
Properties=species:S:1:pos:R:3:forces:R:3:nbo_charge:R:1
Cr -0.8557 0.5614 0.0030 0.317 0.747 0.809 1.413
C 0.6861 4.2857 -1.6063 -0.034 0.000 -0.034 -0.700
C -0.3151 3.4007 -0.9166 0.070 0.024 0.025 0.612
O -0.0402 2.1830 -0.8835 0.055 -0.293 -0.507 -0.642
C -1.4973 3.9518 -0.3273 0.036 0.040 -0.029 -0.269
C -1.8550 5.3052 -0.5286 -0.034 0.002 0.023 -0.137
C -2.9955 5.8198 0.0200 0.026 0.006 -0.012 -0.276
C -3.8124 4.9860 0.8094 -0.024 -0.013 0.020 -0.140
C -3.4909 3.6761 1.0364 0.018 0.076 0.010 -0.276
C -2.3170 3.1195 0.4736 0.076 -0.150 -0.023 0.428
O -2.0382 1.8796 0.7194 -0.085 0.044 0.256 -0.705
H 1.5729 3.7013 -1.8332 -0.008 -0.012 -0.020 0.241
H 0.9515 5.1344 -0.9771 0.000 0.003 -0.006 0.237
H 0.2658 4.6753 -2.5354 0.007 0.005 0.002 0.242
H -1.2246 5.9378 -1.1394 0.003 -0.006 -0.004 0.210
H -3.2723 6.8503 -0.1524 0.000 0.004 0.014 0.217
H -4.7166 5.3916 1.2467 -0.004 -0.001 -0.010 0.216
H -4.1152 3.0277 1.6358 0.010 -0.010 0.008 0.235
C 4.7196 1.9023 -0.3885 -0.023 0.019 -0.030 -0.617
C 4.3585 1.0776 0.8375 -0.064 -0.053 0.092 -0.219
N 3.7496 -0.2015 0.4760 0.083 0.280 -0.021 -0.388
C 4.6738 -1.2325 -0.0080 -0.031 -0.092 0.071 -0.212
C 5.0035 -2.2489 1.0747 -0.002 -0.001 0.030 -0.617
C 2.4330 -0.4325 0.5152 0.100 -0.255 -0.183 0.377
S 1.3872 0.7717 1.1791 -0.782 0.018 0.144 -0.169
N 2.0712 -1.6621 0.1056 0.089 0.059 0.205 -0.636
C 0.8627 -1.8818 -0.3498 -0.277 0.190 0.225 0.675
O 0.0467 -0.9617 -0.6618 -0.025 -0.531 -1.133 -0.714
C 0.4040 -3.2839 -0.5168 0.157 0.036 -0.041 -0.079
C -0.8640 -3.5333 -1.0293 -0.074 -0.038 0.006 -0.175
C -1.3139 -4.8395 -1.1496 -0.005 0.036 0.018 -0.202
C -0.4992 -5.8934 -0.7626 0.011 -0.012 0.000 -0.188
C 0.7675 -5.6451 -0.2468 0.003 0.019 0.000 -0.224
C 1.2180 -4.3425 -0.1198 0.007 -0.036 -0.051 -0.183
H 5.3229 2.7633 -0.0995 -0.030 0.018 0.001 0.217
H 3.8127 2.2603 -0.8776 0.002 -0.019 -0.010 0.215
H 5.2901 1.3216 -1.1142 0.020 0.009 0.012 0.206
H 3.6555 1.6289 1.4533 0.055 -0.004 0.090 0.238
H 5.2384 0.8693 1.4507 0.023 -0.048 -0.057 0.198
H 5.5792 -0.7170 -0.3275 -0.012 -0.002 -0.035 0.199
H 4.2396 -1.7253 -0.8741 -0.004 0.020 -0.004 0.227
H 5.5356 -1.7807 1.9043 -0.006 -0.001 0.003 0.204
H 5.6330 -3.0411 0.6678 0.026 0.013 0.009 0.216
H 4.0881 -2.6969 1.4574 0.005 -0.013 -0.012 0.227
H -1.5023 -2.7059 -1.3076 0.000 0.009 0.041 0.242
H -2.3080 -5.0281 -1.5326 0.004 -0.009 -0.008 0.218
H -0.8520 -6.9126 -0.8565 -0.003 0.002 0.000 0.213
H 1.4012 -6.4680 0.0575 -0.008 -0.004 0.011 0.213
H 2.1971 -4.1294 0.2870 0.007 0.002 -0.016 0.227
C -3.1334 -0.4149 -2.1092 -0.008 0.053 0.015 -0.647
C -3.3548 -0.8823 -0.7046 0.164 -0.095 -0.086 0.089
C -4.4247 -1.5312 -0.1377 -0.017 -0.034 0.057 -0.314
C -4.1213 -1.6944 1.2441 -0.019 -0.021 -0.035 -0.321
C -2.8838 -1.1323 1.4531 -0.022 -0.037 -0.074 0.127
C -2.0828 -0.9977 2.7066 -0.003 0.011 0.026 -0.642
N -2.4075 -0.6528 0.2628 0.249 0.061 0.254 -0.586
H -3.7202 -1.0044 -2.8137 0.001 0.013 -0.004 0.229
H -2.0803 -0.5143 -2.3991 -0.012 -0.032 -0.017 0.203
H -3.4166 0.6343 -2.2464 0.004 0.003 -0.003 0.208
H -5.3154 -1.8545 -0.6548 -0.001 0.002 -0.001 0.207
H -4.7278 -2.1808 1.9927 -0.004 -0.003 -0.005 0.208
H -2.4617 -1.6694 3.4766 -0.005 0.010 0.001 0.223
H -2.1192 0.0216 3.1030 0.009 0.006 -0.009 0.212
H -1.0300 -1.2455 2.5389 -0.009 -0.016 0.003 0.208
```
Positions in Å, forces in eV/Å.

Results
* frontier orbital gap (alpha / beta): 0.2078 / 0.2295 Eh
* ⟨S²⟩: 3.8053
* largest force on an atom: 1.3 eV Å⁻¹
* 2S+1: 4
* ΔE to the lowest compared entry with this formula, charge and spin: 11.6 kcal/mol
* E_HOMO (alpha / beta): -6.72 / -6.71 eV

=====

Record 2
A cluster of 20 separate species, C21H61Br2N19O38 in total at a distorted geometry. Source: the OMol25 dataset; level of theory: wB97M-V/def2-TZVPD.

```
141
Properties=species:S:1:pos:R:3:forces:R:3:lowdin_charge:R:1
Br -2.1695 -2.1691 6.7505 0.390 0.809 0.147 0.693
C -1.4190 -0.4323 6.2260 1.090 0.249 -1.705 -0.633
C -0.7872 -0.5234 4.7698 -0.918 -0.848 1.175 -0.674
Br -0.3943 1.2256 4.0604 0.166 0.245 0.224 0.719
H -0.6360 -0.1919 6.9452 -0.248 -0.031 -0.001 0.050
H -2.1803 0.3468 6.1884 -0.152 -0.415 0.334 0.032
H -1.5176 -0.9549 4.0854 0.031 0.051 0.088 0.030
H 0.1167 -1.1314 4.7334 -0.071 0.198 0.084 0.039
C 2.5303 1.3000 -3.4824 -0.280 -0.296 0.321 0.037
N 1.2836 0.9699 -4.2029 -0.671 -1.142 -0.006 -0.429
O 1.3059 0.1362 -5.1031 0.274 0.598 0.271 0.041
O 0.2617 1.4709 -3.7897 -0.415 0.421 -0.156 0.053
H 3.0484 2.0263 -4.1087 0.324 -0.314 0.272 0.113
H 3.0141 0.3386 -3.3098 0.455 0.351 -0.381 0.096
H 2.2249 1.7055 -2.5178 0.109 0.212 -0.313 0.071
C -6.0646 0.8667 4.3426 -1.422 0.854 0.238 0.021
N -5.1782 -0.2435 4.0477 0.957 -1.463 -0.893 -0.397
O -4.0818 -0.1956 4.5996 -0.956 -0.463 -0.680 0.034
O -5.5675 -1.1678 3.2979 0.783 1.822 1.455 0.053
H -5.5999 1.8366 4.1651 0.353 -0.448 -0.072 0.087
H -6.3122 0.7986 5.4019 0.051 -0.079 -0.036 0.109
H -6.9795 0.7930 3.7547 0.221 -0.207 0.015 0.102
C -5.0350 -2.3868 -3.7634 -0.248 0.550 -1.288 0.028
N -6.1340 -2.0698 -2.7907 0.454 -0.157 1.755 -0.375
O -6.2159 -2.7503 -1.7452 -0.254 1.331 -2.062 0.036
O -6.7936 -1.0548 -3.0408 0.587 -1.648 0.577 0.050
H -5.1948 -1.5864 -4.4859 0.531 -0.244 -0.082 0.086
H -5.1111 -3.3403 -4.2859 -0.689 -0.115 0.430 0.105
H -4.0166 -2.3635 -3.3755 -0.436 0.397 0.661 0.081
C 2.4712 3.5506 2.6101 -0.258 -1.184 -1.203 0.032
N 1.4007 4.4634 2.1696 -0.361 2.686 0.674 -0.401
O 0.5404 4.1287 1.3550 1.137 -0.058 1.077 0.017
O 1.4634 5.5932 2.6857 -0.447 -1.409 -0.930 0.050
H 3.0676 3.9374 3.4365 -0.632 0.005 -0.095 0.108
H 3.0990 3.4077 1.7306 0.079 0.088 -0.016 0.077
H 1.9441 2.6052 2.7383 0.428 -0.125 0.531 0.051
C -0.2584 -2.5661 -3.4257 -0.400 -0.338 0.226 0.029
N 0.9062 -2.7177 -2.5233 2.471 0.739 0.685 -0.372
O 1.4100 -1.6612 -2.0201 -1.392 -2.712 -1.162 0.007
O 1.3774 -3.8508 -2.3759 -0.783 2.009 0.008 0.061
H 0.0502 -2.2782 -4.4307 0.394 0.327 0.286 0.098
H -0.8985 -1.8161 -2.9611 -0.056 -0.145 -0.288 0.093
H -0.6981 -3.5595 -3.5147 -0.174 0.223 0.246 0.099
C 6.9154 0.7810 4.2036 -0.725 0.933 -0.815 0.066
N 5.4483 1.0775 3.7805 0.595 -2.126 2.068 -0.405
O 5.3290 1.7205 2.7781 -0.502 0.533 -0.112 0.054
O 4.5477 0.5905 4.4793 0.996 0.968 -1.122 0.041
H 7.2611 1.7390 4.5918 0.052 -0.124 0.107 0.093
H 7.3993 0.6104 3.2419 0.122 -0.257 0.291 0.095
H 7.0378 -0.0174 4.9355 -0.489 0.129 -0.281 0.086
C 4.8005 0.6602 0.0915 -0.554 -0.628 -0.366 0.034
N 5.8491 0.8024 -0.9504 2.357 -0.302 -1.152 -0.399
O 7.0362 0.6269 -0.6424 -1.431 0.393 0.699 0.043
O 5.5568 0.9839 -2.1249 -0.831 0.071 0.788 0.032
H 3.8989 0.3490 -0.4361 0.196 -0.074 0.123 0.078
H 4.5421 1.5671 0.6382 0.568 0.101 -0.374 0.074
H 5.1742 -0.1088 0.7675 -0.162 0.169 0.000 0.080
C -2.5906 3.1290 -3.5619 -1.206 0.290 -1.293 0.043
N -2.5986 3.7567 -4.9375 2.132 1.226 -1.072 -0.409
O -2.3256 4.9637 -4.9740 -0.831 -1.512 0.180 0.047
O -2.6744 3.0591 -5.9486 -0.465 0.313 1.234 0.039
H -1.5865 3.2644 -3.1603 -0.242 -0.255 -0.087 0.073
H -2.9411 2.1122 -3.7394 0.415 0.024 0.496 0.081
H -3.3549 3.7244 -3.0624 0.281 -0.249 0.442 0.090
C -3.8519 -3.7518 4.4902 -0.163 -0.850 0.429 -0.016
N -3.4030 -4.1780 3.1191 -0.199 0.573 -1.911 -0.368
O -2.2864 -3.8364 2.7054 -1.279 -0.267 1.273 0.041
O -4.1951 -4.7698 2.3900 0.392 0.199 1.135 0.055
H -3.9023 -2.6665 4.5783 0.740 -0.256 -0.255 0.025
H -3.1873 -4.2805 5.1735 0.367 0.670 -0.078 0.063
H -4.8388 -4.1173 4.7738 -0.109 -0.258 -0.948 0.099
C 5.8032 4.5668 -1.9847 -0.226 0.812 0.315 0.072
N 4.5463 4.1020 -1.3494 -0.920 0.444 1.702 -0.419
O 4.0850 4.6534 -0.3440 1.308 0.329 -0.637 0.041
O 3.9706 3.1853 -1.8456 -0.465 -1.194 -1.320 0.041
H 5.4561 5.2213 -2.7843 0.152 0.113 0.035 0.109
H 6.3682 3.7444 -2.4235 -0.238 -0.088 0.401 0.101
H 6.3019 5.1415 -1.2043 0.253 -0.130 -0.363 0.103
C -3.7050 -4.1228 -0.6341 -1.761 -0.335 -0.053 0.011
N -2.2960 -4.3619 -0.7452 0.135 -2.034 1.076 -0.442
O -1.9295 -5.5420 -0.8481 -0.004 1.673 -0.205 0.064
O -1.6023 -3.3967 -0.6279 1.851 0.981 -0.359 0.058
H -3.9508 -3.1393 -0.2337 0.477 -0.030 -0.286 0.104
H -4.0891 -4.8689 0.0614 -0.154 -0.051 -0.456 0.091
H -4.0681 -4.2403 -1.6552 -0.449 -0.100 0.274 0.092
C -2.9767 2.9212 0.3861 -1.106 0.149 0.571 0.073
N -3.3677 1.9428 1.5314 1.568 0.089 -1.491 -0.382
O -2.6134 0.9924 1.6810 -1.282 0.737 0.214 0.012
O -4.3288 2.2345 2.2181 0.199 -0.333 -0.189 0.042
H -3.8890 3.4411 0.0939 0.019 0.101 0.396 0.085
H -2.6184 2.4524 -0.5305 0.414 -0.556 0.665 0.078
H -2.2757 3.6103 0.8571 0.126 -0.146 -0.229 0.096
C 4.8649 -2.7049 4.3509 0.380 -0.045 1.844 0.042
N 5.1769 -2.7315 2.9401 0.315 2.362 -0.079 -0.451
O 5.8093 -1.7998 2.4684 0.344 0.350 0.243 0.054
O 4.7521 -3.6173 2.2938 -1.065 -2.507 -1.393 0.099
H 5.1380 -3.6843 4.7436 -0.001 0.101 0.042 0.109
H 3.8077 -2.5415 4.5599 -0.009 0.024 -0.580 0.110
H 5.4451 -1.9071 4.8146 -0.130 -0.215 -0.074 0.079
C 4.7416 -3.3764 -1.1784 -0.609 0.886 -0.048 0.041
N 6.0867 -3.1932 -1.6873 0.940 -0.008 -1.266 -0.480
O 6.9770 -3.5969 -1.0027 1.341 -0.755 1.315 0.074
O 6.2819 -2.6628 -2.7631 -0.719 0.244 -0.360 0.059
H 4.2355 -2.4922 -1.5658 -0.548 -0.238 0.367 0.088
H 4.8807 -3.3918 -0.0974 -0.583 -0.159 -0.166 0.074
H 4.3029 -4.2768 -1.6085 0.131 0.060 0.156 0.108
C -1.9657 -0.1394 -6.9267 -0.748 0.065 -0.682 0.062
N -2.5819 -1.0864 -5.8978 2.305 -1.870 -1.526 -0.401
O -2.7546 -2.3008 -6.1646 -0.060 2.314 0.042 0.028
O -2.6955 -0.6231 -4.8092 -0.785 0.584 1.508 0.054
H -2.7747 0.5555 -7.1518 -0.038 -0.160 -0.316 0.091
H -1.5968 -0.6746 -7.8017 -0.477 -0.210 0.219 0.096
H -1.1653 0.5041 -6.5614 -0.080 -0.593 0.898 0.083
C -6.3659 0.7748 -0.4946 0.162 0.694 -1.192 0.070
N -5.1077 1.0279 -1.2946 -1.306 1.424 -0.917 -0.437
O -4.2448 0.2134 -1.2719 1.416 -1.423 0.359 0.071
O -5.0537 2.0477 -1.9855 -0.309 -0.462 0.830 0.030
H -6.2473 1.3478 0.4250 -0.045 -0.490 0.158 0.090
H -6.5139 -0.3047 -0.4622 0.139 0.256 0.505 0.086
H -7.1231 1.2484 -1.1195 -0.156 -0.136 0.301 0.100
C 0.6130 -4.5146 1.5320 1.179 -0.029 -0.240 0.047
N 0.7619 -3.7759 2.8176 -0.355 2.018 -1.689 -0.434
O 1.0906 -2.5717 2.7922 -0.097 -1.662 0.063 0.021
O 0.4075 -4.3751 3.7747 -0.035 -0.648 1.993 0.079
H -0.4464 -4.7374 1.4052 0.237 0.308 -0.153 0.069
H 1.1739 -5.4424 1.6441 -0.190 -0.039 0.158 0.104
H 1.1224 -3.9354 0.7618 -0.622 0.055 -0.105 0.091
C 0.6253 5.2718 -1.6323 -0.371 -0.141 -0.076 0.058
N 0.9142 6.5311 -2.4076 -0.100 -1.109 0.008 -0.444
O 2.0924 6.7811 -2.5000 0.721 0.599 -0.095 0.050
O 0.0266 7.1399 -2.9509 -0.399 0.122 0.238 0.075
H -0.0552 4.6450 -2.2087 0.261 0.142 -0.293 0.078
H 0.0881 5.4773 -0.7064 0.404 0.370 0.021 0.088
H 1.6001 4.8078 -1.4823 -0.380 -0.047 0.237 0.075
C -0.2407 -0.2295 0.4251 -0.816 -1.013 0.918 0.021
N 0.8284 0.8083 0.3176 0.204 -1.438 -0.952 -0.383
O 1.9210 0.4977 0.7855 -0.810 0.656 0.020 0.036
O 0.5916 1.8119 -0.3198 0.085 -0.028 0.325 0.054
H 0.0941 -1.2492 0.2348 0.823 0.423 -0.401 0.074
H -1.1411 -0.0677 -0.1675 0.472 0.687 -0.075 0.089
H -0.5302 -0.3052 1.4732 0.037 0.487 0.032 0.053
```
Positions in Å, forces in eV/Å.

Results
* frontier orbital gap: 0.3557 Eh
* largest force on an atom: 3.3 eV Å⁻¹
* E_HOMO: -10.31 eV

=====

Which of these has the highest largest force on an atom? C21H61Br2N19O38